(1)
Computed, not measured: 4 unconnected molecules or ions with the total composition C2H5NO2 at a distorted geometry, with the ωB97M-V functional and the def2-TZVPD basis.

Results
* HOMO level: -0.345 Eh
* Kohn-Sham gap: 9.042 eV
* multiplicity: 1
* ΔE to the lowest compared entry with this formula, charge and spin: 197.4 kcal per mole
* M: 75.07 g/mol

```
10
Properties=species:S:1:pos:R:3:forces:R:3
O -0.046874 1.571668 -0.029277 -0.5 2.9 0.4
O -2.363949 0.133952 0.047814 1.4 3.8 -0.5
N -1.065271 -0.363045 -0.076132 -0.2 -2.9 0.2
C 1.409249 -0.255147 -0.015291 1.7 -2.0 0.8
C 0.048229 0.382054 0.030050 0.1 -0.9 -1.1
H 1.420028 -1.195682 -1.252093 0.4 2.9 4.0
H -1.104384 -1.387809 -0.027603 0.3 1.0 0.1
H 2.443806 1.065520 0.062764 -2.9 -4.1 -0.4
H 1.422704 -1.122226 1.357136 0.4 2.4 -4.1
H -2.163539 1.170711 -0.097370 -0.7 -2.9 0.5
```
Forces are in eV/Å.


(2)
Computed, not measured: a molecular structure, C3H4AgFO3 at a distorted geometry, with the ωB97M-V functional and the def2-TZVPD basis.

Results
* HOMO level (alpha / beta): -0.140 / -0.168 Eh
* Kohn-Sham gap (alpha / beta): 7.332 / 6.176 eV
* multiplicity: 2
* ΔE to the lowest compared entry with this formula, charge and spin: 13.7 kcal per mole
* charge: -1
* M: 214.93 g/mol

```
12
Properties=species:S:1:pos:R:3:forces:R:3
Ag -0.531192 3.695597 2.677412 0.1 -0.3 -0.2
F -1.877270 0.966510 -0.091233 0.6 -0.7 0.2
O 1.380601 -2.126992 -0.982728 1.3 -0.6 0.1
O -0.493326 -1.514355 -0.033018 0.0 -1.0 -0.4
O -0.389471 -1.675691 -2.279040 0.1 -0.5 -0.4
C 0.348118 1.261974 0.580430 -0.5 -1.4 -0.4
C -0.828855 0.566891 0.691371 0.1 3.1 0.7
C 0.060354 -1.800910 -1.136847 -1.3 1.8 0.9
H 1.190353 0.845643 1.141260 -0.3 0.4 0.0
H -1.212208 0.251867 1.668066 0.4 -1.0 -0.7
H 0.580632 1.738834 -0.375862 -0.1 0.0 0.3
H 1.772264 -2.209370 -1.859810 -0.3 0.0 -0.1
```
Forces are in eV/Å.


(3)
Computed, not measured: C4H7O2P in the gas phase at a distorted geometry, with the ωB97M-V functional and the def2-TZVPD basis.

Results
* HOMO level: -0.306 Eh
* Kohn-Sham gap: 8.216 eV
* multiplicity: 1
* ΔE to the lowest compared entry with this formula, charge and spin: 56.9 kcal per mole
* M: 118.07 g/mol
* SMILES string: [H]/P=C(/C)OC(C)=O

```
14
Properties=species:S:1:pos:R:3:forces:R:3
P 0.311412 -0.772839 -2.799837 -0.4 1.9 2.8
O -0.049030 1.330329 1.318722 0.5 -1.6 -0.5
O 0.374416 -0.401952 -0.118470 0.6 -0.3 1.0
C 0.332962 0.189250 1.118094 -1.5 3.8 -0.9
C -1.354017 0.931922 -1.257906 1.3 1.5 2.1
C 0.811215 -0.718131 2.099460 2.9 -1.8 1.4
C -0.167050 0.060359 -1.239924 0.3 -2.7 -3.9
H -2.276818 0.493266 -0.824035 0.6 0.5 -0.4
H -0.006956 -1.155237 2.641919 -0.4 -0.1 0.4
H 1.300363 -1.518609 1.499035 -0.1 0.2 1.0
H -1.320660 1.290680 -2.231545 -1.3 0.1 -2.2
H 1.486753 -1.367203 -2.254785 -0.2 -0.1 0.0
H 1.566731 -0.254070 2.828278 -1.3 -0.6 -1.1
H -1.009320 1.892234 -0.779007 -0.9 -0.9 0.4
```
Forces are in eV/Å.